C24H19BaN6OSe | the ωB97M-V functional and the def2-TZVPD basis

Structure (XYZ):
```
52
Properties=species:S:1:pos:R:3:forces:R:3:lowdin_charge:R:1
Ba -1.14990 -1.57700 1.06022 0.507 0.271 0.231 1.979
N 3.07298 6.01930 -5.37289 0.008 0.011 -0.006 0.173
C 2.62235 5.19984 -4.70631 0.158 0.292 -0.238 -0.181
C 2.06060 4.18063 -3.88042 -0.166 -0.306 0.258 -0.224
C 1.70205 4.47118 -2.56433 0.010 -0.046 -0.079 -0.003
C 1.15030 3.48103 -1.77126 -0.017 -0.036 0.003 -0.011
C 0.96529 2.19730 -2.27550 0.030 0.050 -0.044 -0.216
C 1.33223 1.91193 -3.58667 -0.001 -0.007 0.016 -0.012
C 1.87254 2.89784 -4.39310 -0.006 0.059 0.056 -0.004
C 0.37404 1.12830 -1.41585 0.012 0.053 -0.017 -0.043
C -1.00467 1.25905 -1.17944 -0.151 0.081 -0.042 -0.278
C -1.83433 2.26831 -1.74225 0.031 -0.040 0.008 -0.014
C -3.11123 2.05652 -1.27081 -0.050 0.080 -0.071 -0.071
C -3.02634 0.92902 -0.43926 0.066 -0.085 0.013 -0.206
N -1.78627 0.43653 -0.37430 0.042 0.247 -0.228 -0.194
C 1.27777 0.15762 -0.97553 0.158 -0.052 0.016 -0.273
C 2.68155 0.17575 -1.22923 -0.054 -0.010 0.004 -0.010
C 3.21616 -0.94097 -0.63482 0.130 0.022 -0.031 -0.066
C 2.13258 -1.60887 -0.03478 -0.114 0.022 0.008 -0.202
N 0.97716 -0.97369 -0.21930 0.173 0.174 -0.176 -0.189
H 1.85422 5.46755 -2.17385 0.005 0.012 -0.004 0.125
H 0.86221 3.70130 -0.75171 -0.002 0.003 0.010 0.131
H 1.19064 0.91190 -3.97535 0.000 -0.008 -0.004 0.130
H 2.15163 2.68130 -5.41473 0.006 0.008 -0.009 0.125
H -1.51566 3.04497 -2.41678 0.003 0.014 -0.016 0.116
H -3.99689 2.63049 -1.48536 -0.012 0.012 -0.007 0.100
H -3.84154 0.47254 0.11114 0.004 -0.019 0.022 0.100
H 3.21323 0.93373 -1.77897 0.017 0.017 -0.011 0.117
H 4.24647 -1.25433 -0.62495 0.018 -0.001 -0.003 0.101
H 2.17991 -2.54272 0.51444 -0.024 -0.012 0.018 0.102
C -3.51950 -4.80411 -1.50113 0.050 0.045 0.009 0.022
C -2.95533 -3.42121 -1.36859 -0.207 -0.114 -0.357 -0.550
N -3.16648 -2.55488 -2.35734 0.058 0.015 0.146 0.220
O -2.30933 -3.08755 -0.36015 -0.679 -0.804 -0.648 -0.340
H -4.05491 -4.95965 -2.43382 -0.001 0.014 -0.012 0.087
H -4.19136 -4.98574 -0.66313 -0.002 0.005 0.004 0.100
H -2.70250 -5.52078 -1.42822 0.008 0.004 0.001 0.101
H -3.68774 -2.80476 -3.17898 -0.010 -0.021 -0.006 0.126
H -2.80681 -1.61343 -2.27375 -0.005 0.009 -0.014 0.119
Se -2.43186 -1.81261 4.67244 0.344 0.065 0.135 1.147
N -0.96903 -1.49030 3.67595 -0.172 -0.002 0.858 -0.503
C 0.04749 -1.32507 4.50829 -0.261 -0.039 0.047 -0.388
C 1.38483 -1.04375 4.12030 0.348 0.083 -0.078 -0.022
C 2.32197 -0.90339 5.09146 -0.055 0.003 -0.283 -0.041
C 2.00208 -1.02917 6.48017 -0.182 -0.046 0.232 -0.047
C 0.73968 -1.29228 6.89540 0.269 0.045 0.178 -0.001
C -0.27805 -1.44734 5.91188 -0.277 -0.056 -0.212 -0.372
N -1.54148 -1.70557 6.18180 -0.094 -0.026 0.270 -0.218
H 1.63503 -0.93485 3.07127 0.049 0.010 0.019 0.102
H 3.34573 -0.68516 4.81899 0.004 0.001 -0.027 0.118
H 2.79745 -0.90580 7.20164 -0.013 -0.003 0.038 0.115
H 0.47105 -1.38895 7.93745 0.047 0.008 0.023 0.125
```
Positions in Å, forces in eV/Å.

Results
LUMO ... -4.020 eV
Frontier orbital gap ... 6.11 eV
Net charge ... +1

=====

C31H37AsGaN4O2S2 | the ωB97M-V functional and the def2-TZVPD basis

Structure (XYZ):
```
78
Properties=species:S:1:pos:R:3:forces:R:3:lowdin_charge:R:1
Ga 0.17962 -0.25312 -0.28271 -0.150 -0.094 -0.261 0.473
C 0.06689 3.54049 1.62468 -0.011 0.054 -0.195 -0.004
C 0.85245 3.46830 0.34384 -0.139 -0.240 0.036 -0.295
C 1.16867 4.64939 -0.32125 -0.052 0.226 0.048 0.016
C 1.92538 4.60738 -1.47190 0.027 0.172 -0.091 0.006
C 2.40879 3.38302 -1.90810 0.152 0.133 -0.324 0.014
C 2.07407 2.25835 -1.18883 -0.033 -0.315 0.107 -0.220
N 1.26967 2.27658 -0.11720 -0.253 -0.063 0.189 0.119
C 2.67234 0.93856 -1.51011 -0.321 -0.135 0.036 -0.149
C 3.92201 0.85317 -2.09294 0.163 0.045 -0.082 0.042
C 4.50232 -0.38760 -2.27921 0.231 0.083 -0.113 0.034
C 3.81602 -1.52261 -1.89418 0.103 -0.176 -0.126 0.044
C 2.55406 -1.39061 -1.35893 -0.307 0.083 0.180 -0.148
N 1.99764 -0.17693 -1.16259 0.199 0.263 0.275 0.123
C 1.73801 -2.55817 -0.94914 0.004 0.318 0.048 -0.172
C 2.10494 -3.84894 -1.24321 0.188 -0.194 -0.109 0.040
C 1.29378 -4.88567 -0.81222 0.038 -0.228 -0.051 0.025
C 0.13722 -4.59210 -0.12327 -0.095 -0.120 0.016 0.030
C -0.20292 -3.27100 0.12555 0.079 0.151 0.051 -0.273
C -1.45229 -2.94631 0.88372 0.253 -0.010 -0.089 -0.004
N 0.60549 -2.27547 -0.28609 -0.483 -0.134 0.465 0.080
H 0.63051 4.11323 2.36311 0.000 -0.020 0.021 0.105
H -0.13808 2.55747 2.02907 -0.029 -0.259 0.055 0.052
H -0.88132 4.06513 1.48509 0.045 -0.020 -0.039 0.095
H 0.81557 5.59500 0.07905 0.054 -0.106 -0.054 0.140
H 2.15908 5.51504 -2.01585 -0.014 -0.048 0.041 0.136
H 3.02200 3.31561 -2.80025 -0.074 0.036 0.129 0.130
H 4.45532 1.75422 -2.36065 0.005 -0.046 0.042 0.133
H 5.49557 -0.46881 -2.70745 -0.082 0.013 0.039 0.143
H 4.26547 -2.49770 -2.01065 0.005 0.064 0.003 0.129
H 3.00126 -4.06069 -1.80957 -0.068 0.000 0.073 0.127
H 1.56411 -5.91371 -1.02405 -0.016 0.061 0.028 0.140
H -0.51749 -5.38004 0.22658 0.032 0.026 -0.009 0.141
H -1.21871 -2.88540 1.94736 0.015 -0.002 0.040 0.100
H -2.21578 -3.71098 0.74913 0.069 -0.029 -0.009 0.108
H -1.86982 -1.99841 0.55954 -0.113 0.207 -0.058 0.048
O 1.28167 -1.87738 2.39686 -0.146 0.703 -0.095 -0.444
S 1.04997 -0.41110 2.24312 0.293 -0.657 -0.126 0.887
C 0.32564 0.18303 3.81391 -0.023 0.231 -0.052 -0.254
C 1.38454 1.07082 4.47787 0.032 -0.137 -0.030 -0.191
C 2.74640 0.55747 4.00687 -0.062 -0.002 -0.074 -0.194
C 2.61875 0.45788 2.48514 0.064 -0.153 0.082 -0.275
H 0.18796 -0.77437 4.32373 -0.042 0.077 0.077 0.118
H -0.64291 0.65924 3.64847 0.222 -0.013 0.067 0.074
H 1.27970 1.03895 5.56216 -0.008 -0.044 -0.034 0.135
H 1.25356 2.10821 4.16713 -0.034 0.025 0.002 0.109
H 2.95608 -0.42945 4.42354 -0.001 0.028 0.011 0.130
H 3.56115 1.22115 4.29324 -0.021 0.004 -0.046 0.134
H 3.36396 -0.16997 1.99116 0.012 0.103 0.041 0.110
H 2.56164 1.43709 2.00458 -0.067 -0.065 -0.009 0.088
S -3.17838 2.69759 -0.60913 -0.012 0.173 -0.111 1.183
C -1.75294 1.81813 -0.84000 -0.121 0.097 0.012 -0.470
N -1.50139 0.88928 0.04707 0.061 -0.209 0.502 -0.011
C -2.52104 0.83949 1.02756 0.459 0.057 0.026 -0.275
C -2.56526 0.02855 2.16372 -0.082 -0.016 -0.083 -0.052
C -3.63767 0.15008 3.02010 -0.026 -0.029 0.063 -0.022
C -4.66474 1.07555 2.77703 -0.048 0.006 0.073 -0.025
C -4.62176 1.90475 1.67905 -0.031 0.055 -0.093 -0.039
C -3.53326 1.77413 0.81125 -0.005 0.022 -0.053 -0.429
H -1.10608 2.01409 -1.68663 -0.013 -0.013 0.106 0.101
H -1.77304 -0.66930 2.37702 -0.033 -0.132 -0.026 0.071
H -3.68834 -0.47455 3.90503 0.004 0.045 -0.074 0.130
H -5.49511 1.14850 3.47102 0.092 -0.015 -0.077 0.132
H -5.40365 2.63543 1.49744 0.109 -0.087 0.007 0.133
C -0.95208 -1.60273 -4.70045 -0.062 0.036 -0.039 -0.165
As -1.82272 -1.17134 -3.07132 -0.020 -0.177 -0.184 1.077
C -2.76980 -2.70909 -2.47231 -0.018 -0.013 -0.027 -0.165
C -3.11783 0.18376 -3.39670 -0.075 -0.019 -0.007 -0.179
O -0.64319 -0.69451 -1.96625 0.071 0.408 -0.166 -0.435
H -1.71957 -1.85753 -5.42934 0.026 -0.032 -0.091 0.065
H -0.30041 -2.45449 -4.53917 0.097 -0.094 -0.013 0.054
H -0.38066 -0.74862 -5.04999 0.052 0.061 -0.041 0.058
H -3.48745 -2.96957 -3.25086 -0.025 -0.039 0.022 0.069
H -3.30272 -2.48279 -1.55418 -0.054 -0.014 0.095 0.049
H -2.08148 -3.53651 -2.32813 0.053 -0.071 0.041 0.050
H -3.74955 -0.15328 -4.22081 0.015 0.021 0.035 0.070
H -2.63082 1.11156 -3.67731 0.010 0.112 -0.040 0.052
H -3.72898 0.31519 -2.50779 -0.062 0.075 0.017 0.038
```
Positions in Å, forces in eV/Å.

Results
LUMO ... -8.645 eV
Frontier orbital gap ... 8.30 eV
Net charge ... +3

=====

C3H7O2 | the ωB97M-V functional and the def2-TZVPD basis

Structure (XYZ):
```
12
Properties=species:S:1:pos:R:3:forces:R:3:lowdin_charge:R:1
C -0.04404 0.57312 1.59962 -1.883 0.046 2.769 -0.128
O 0.18480 0.64906 2.81394 0.477 -0.125 -1.880 -0.098
H 0.23219 -0.31221 1.01316 0.323 0.568 -0.334 0.068
H -0.84124 1.29539 1.25229 1.104 -0.506 -0.686 0.083
H 1.33356 -3.20461 4.11968 -0.989 -0.602 0.841 0.005
C -0.36079 0.61575 -3.26492 1.634 -0.199 -0.549 -0.144
C -0.31795 0.63947 -1.90374 -2.540 2.293 -0.433 -0.626
O 0.69822 0.55565 -1.21978 1.879 -0.724 1.956 -0.192
H -1.06362 0.93756 -3.97795 -1.553 0.269 -0.102 -0.046
H 0.64773 0.72629 -3.66707 0.101 -0.548 -0.184 0.000
H -1.26553 1.06812 -1.34875 0.461 -1.077 -0.555 0.081
H 0.79667 -3.54360 4.58353 0.985 0.607 -0.842 -0.002
```
Positions in Å, forces in eV/Å.

Results
LUMO ... 3.972 eV
Frontier orbital gap ... 6.31 eV
Net charge ... -1

=====

C20H22ClN5O | the ωB97M-V functional and the def2-TZVPD basis

Structure (XYZ):
```
49
Properties=species:S:1:pos:R:3:forces:R:3:lowdin_charge:R:1
O 1.08511 0.18681 -3.43700 0.278 0.218 -0.520 0.069
Cl 3.44659 3.57819 -6.85792 0.134 0.573 -0.555 0.721
N 0.54206 -2.15860 1.70840 0.392 1.003 -0.657 0.185
N 1.60272 4.84979 -3.66642 -0.501 -1.124 0.011 0.032
N 2.27307 4.80892 -4.81414 -0.037 -0.136 -0.244 0.013
C 1.43232 1.16802 -2.79083 -1.450 -2.451 0.890 -0.400
C -0.17669 -1.16014 1.28348 -1.410 -0.309 0.446 -0.221
C 1.23460 3.69864 -3.05189 1.611 -0.789 -1.569 -0.060
C 2.56691 3.64152 -5.40162 -0.363 0.560 1.647 -0.753
C -1.12008 -5.19291 3.04047 1.317 -0.366 0.387 -0.114
C -2.43158 -4.80121 2.93159 -1.449 1.663 -0.715 -0.114
C -0.07431 -4.32308 2.70063 0.144 -1.379 0.202 -0.013
C 2.33290 2.44040 -4.78328 -0.660 -1.715 1.445 -0.031
C -2.73334 -3.50582 2.45639 -0.543 0.409 -0.252 -0.016
C -0.34485 -3.07850 2.15219 -0.496 -1.489 0.937 -0.260
C 1.66824 2.43263 -3.53052 0.801 1.919 -0.666 -0.089
C -1.67607 -2.65236 2.04803 -0.101 -0.580 0.099 -0.152
N 1.40826 1.03716 -1.40735 0.539 0.997 0.127 -0.017
N -1.56840 -1.39661 1.46834 -0.215 1.096 0.159 0.067
C -2.66080 0.84623 2.11306 0.514 -0.346 0.080 -0.053
C -2.95926 -0.18647 -0.20902 0.786 0.626 0.861 -0.026
C 2.12365 1.98884 -0.53021 -0.060 0.357 0.654 -0.155
C 0.91991 -0.21490 -0.75694 0.248 0.055 -0.081 -0.070
C 2.64905 1.34809 0.77198 0.008 -0.483 -0.433 -0.160
C 1.53770 0.65240 1.57046 -0.163 0.281 0.388 -0.142
C 0.41470 0.07310 0.68096 1.489 -0.420 -0.332 -0.222
C -2.72352 -0.45592 1.31672 -0.498 -0.071 -1.072 -0.328
H 0.66467 3.70207 -2.14474 -0.191 0.672 0.282 0.102
H -0.89935 -6.19464 3.43863 0.035 0.563 -0.263 0.105
H -3.29158 -5.44470 3.15834 0.625 0.154 0.069 0.105
H 0.95281 -4.68188 2.82636 -0.331 0.329 -0.136 0.113
H 2.69151 1.50648 -5.24845 -0.343 0.525 0.445 0.127
H -3.80157 -3.18478 2.38521 1.073 -0.282 0.015 0.108
H -3.64405 1.30379 2.06512 -0.144 0.029 0.178 0.080
H -1.96373 1.58185 1.71910 0.195 -0.042 -0.107 0.067
H -2.38688 0.62917 3.14711 -0.132 0.150 0.029 0.088
H -1.98425 0.08467 -0.64342 -0.372 -0.110 -0.052 0.062
H -3.31498 -1.07932 -0.68410 -0.176 -0.425 -0.359 0.071
H -3.63890 0.65594 -0.42093 0.102 -0.418 0.337 0.086
H 2.96313 2.46421 -1.05656 -0.292 -0.240 -0.034 0.128
H 1.45470 2.80094 -0.20753 -0.017 -0.048 -0.201 0.114
H 1.71187 -0.97165 -0.73480 -0.009 0.111 0.063 0.139
H 0.09836 -0.67239 -1.30569 0.104 0.343 -0.416 0.119
H 3.10284 2.12878 1.40164 -0.021 -0.238 -0.369 0.118
H 3.42619 0.60845 0.52249 -0.128 0.278 0.058 0.120
H 1.95303 -0.12048 2.21939 0.034 -0.027 -0.216 0.109
H 1.07103 1.38346 2.24611 0.072 -0.099 -0.087 0.116
H -0.30305 0.83546 0.59394 -1.228 0.842 -0.187 0.096
H -3.63074 -0.95963 1.71720 0.829 -0.166 -0.285 0.134
```
Positions in Å, forces in eV/Å.

Results
LUMO ... -0.402 eV
Frontier orbital gap ... 8.10 eV
SMILES ... CC(C)n1c([C@H]2CCCN(C(=O)c3cnnc(Cl)c3)C2)nc2ccccc21

=====

C2H8NO2 | the ωB97M-V functional and the def2-TZVPD basis

Structure (XYZ):
```
13
Properties=species:S:1:pos:R:3:forces:R:3:lowdin_charge:R:1
C -1.21152 -1.07875 0.13193 -1.137 0.033 1.502 -0.027
C -0.02848 0.99367 0.26697 0.179 0.569 0.034 -0.156
N -0.21959 -0.25774 -0.47555 3.237 -1.659 -2.060 -0.062
O 2.13211 0.42283 -0.24131 -1.700 -0.540 -1.148 0.005
O 1.15958 1.51285 -0.26317 1.077 0.105 0.876 -0.043
H -0.83259 -1.29787 1.18773 -1.095 -0.161 -1.527 0.148
H -2.12231 -0.45818 0.09413 0.014 -0.659 0.604 0.123
H -1.34405 -1.89859 -0.53890 -0.262 -1.067 0.284 0.105
H -0.83015 1.76824 0.14021 0.758 -0.775 -0.339 0.182
H -0.05060 0.67676 1.34212 0.589 0.448 -0.742 0.161
H -0.32622 -0.25582 -1.53643 -0.099 0.976 1.584 0.228
H 0.78434 -0.76248 -0.39007 -2.293 1.457 -0.086 0.219
H 2.88948 0.63509 0.28234 0.731 1.273 1.016 0.119
```
Positions in Å, forces in eV/Å.

Results
LUMO ... -3.682 eV
Frontier orbital gap ... 12.40 eV
Net charge ... +1
SMILES ... C[NH2+]COO

=====

C2H5N3O2 | the ωB97M-V functional and the def2-TZVPD basis

Structure (XYZ):
```
12
Properties=species:S:1:pos:R:3:forces:R:3:lowdin_charge:R:1
C 0.74514 0.80398 -0.19428 -3.611 -6.385 1.585 -0.103
C -1.17100 -0.49156 -0.21397 -2.001 -2.962 0.139 -0.274
H 3.01522 0.56614 0.52834 0.299 0.902 0.440 0.070
H 3.14866 -1.02422 0.35288 -0.049 -0.960 0.257 0.070
H 1.11874 1.71025 -0.37554 1.337 3.505 -0.620 0.101
H -0.49316 -1.36851 -0.38701 -0.903 1.187 0.115 0.135
H -4.07873 -0.04747 0.24850 2.397 2.022 -0.176 0.141
N 2.67643 -0.21757 0.02811 0.560 -0.170 -0.916 0.002
N 1.30782 -0.32506 0.01621 0.942 2.199 -0.076 -0.017
N -2.43303 -0.75710 -0.08058 2.233 0.841 -0.418 -0.015
O -0.67577 0.71869 -0.07860 1.797 2.069 -0.674 0.002
O -3.16032 0.43242 0.15595 -2.999 -2.250 0.344 -0.111
```
Positions in Å, forces in eV/Å.

Results
LUMO ... 0.884 eV
Frontier orbital gap ... 9.61 eV
SMILES ... N/N=C/O/C=N\O

=====

H2NO2P | the ωB97M-V functional and the def2-TZVPD basis

Structure (XYZ):
```
6
Properties=species:S:1:pos:R:3:forces:R:3:lowdin_charge:R:1
N 0.27214 -0.28286 0.76139 -1.268 -3.348 1.032 -0.581
O 1.36936 -0.73579 0.61584 2.685 0.158 -0.668 0.048
O -0.44752 -0.36231 1.72026 -0.990 1.372 1.041 0.039
P -0.15585 0.98849 -0.80463 2.042 2.760 -1.762 0.821
H 0.29450 -0.04250 -1.66187 0.109 0.071 0.055 -0.133
H -1.33264 0.43497 -0.63097 -2.579 -1.014 0.302 -0.194
```
Positions in Å, forces in eV/Å.

Results
LUMO (alpha / beta) ... -0.425 / -3.645 eV
Frontier orbital gap (alpha / beta) ... 6.55 / 7.51 eV
Spin multiplicity ... 3

=====

C8H10N2O2 | the ωB97M-V functional and the def2-TZVPD basis

Structure (XYZ):
```
22
Properties=species:S:1:pos:R:3:forces:R:3:lowdin_charge:R:1
C 0.98288 -0.59754 -2.05594 -0.518 1.008 4.496 -0.097
C 0.70280 -0.28298 -0.90145 -0.040 -0.876 -1.480 -0.091
C -4.25592 -1.87734 -0.39140 0.251 -0.092 1.029 -0.027
C 1.19094 3.98174 -0.31943 -1.863 -2.465 1.641 -0.463
C -0.06332 -0.25790 1.40346 1.266 -0.857 -2.516 -0.380
C 1.38057 -0.97796 -3.35286 0.501 0.638 -1.870 -0.133
C -0.35843 -1.72031 1.61168 1.672 -0.826 -0.126 -0.042
C -0.21600 0.55583 2.61031 -1.801 -1.170 2.082 -0.049
N 0.58037 2.98515 -0.14045 -0.284 0.687 -0.908 0.221
N 0.39754 0.27274 0.29612 -0.571 -0.202 1.750 0.042
O -4.48127 -1.76520 -1.47826 -0.225 0.100 -1.024 0.034
O 1.58319 5.05287 -0.28935 1.942 3.391 -0.889 0.142
H 2.31605 -1.60547 -3.39322 -0.366 1.534 -0.119 0.107
H 0.69060 -1.68165 -3.70101 -1.439 -1.237 -0.680 0.044
H 1.18073 -0.07853 -4.04329 1.341 -1.362 0.657 0.119
H 0.23267 -2.35578 0.85344 -1.673 0.890 0.646 0.102
H -1.47883 -1.84833 1.67617 1.345 -0.413 -0.062 0.098
H 0.20564 -1.98133 2.56793 -1.350 0.133 -0.853 0.093
H -1.29232 0.77634 2.75961 0.287 0.395 -0.475 0.100
H 0.34658 1.45315 2.55560 0.484 0.768 0.374 0.066
H -0.11554 -0.09181 3.57219 0.725 1.252 -1.661 0.117
H 0.47107 2.04431 0.16013 0.318 -1.295 -0.013 -0.003
```
Positions in Å, forces in eV/Å.

Results
LUMO ... 0.412 eV
Frontier orbital gap ... 9.25 eV

=====

DFT total energy for every record listed, in sequence, given in a.u.: -3756.52724 -6529.15468 -268.89649 -1584.51548 -285.84475 -393.81741 -547.52441 -570.70908.